No. 1
Entry from the Open Molecules 2025 dataset: a structure of composition C25H50CrN2P2 at a distorted geometry (ωB97M-V/def2-TZVPD).

```
! RIJCOSX wB97M-V def2-TZVPD def2/J DEFGRID3
* xyz 0 5
H -2.5569 -3.1026 -2.2113
H -3.3904 -2.7308 -3.7558
H -1.4787 0.0864 -4.3205
H -3.4434 0.9778 4.7788
H -4.1154 -2.2153 -2.1978
H -2.6577 3.0024 4.5870
H 0.5496 3.1565 1.3035
C -2.5372 0.3750 4.9063
Cr -0.4638 -0.1570 -0.4119
C -3.1676 -2.3488 -2.7473
H -4.6376 2.9519 2.0593
H -2.0069 -0.5511 -0.9313
H 1.3961 -0.0111 3.2751
N -0.9739 0.6672 1.0409
H 1.4428 -1.0510 -3.2576
H 2.8427 1.6254 -0.5899
H -3.2218 -1.8219 3.3088
C -1.0955 1.8518 -2.4958
H 3.2951 -0.6115 1.0466
H -1.7818 3.3346 -3.8867
H 1.7451 3.5021 2.5658
H -3.9656 -0.3366 2.7094
H -3.3664 4.2719 3.5877
H -0.5891 -1.3789 -3.7800
C -3.0180 -0.8784 2.7817
H 1.3709 2.5986 4.9132
H 3.0936 -1.5492 -2.7492
C -0.8051 -1.1083 3.8700
H -2.9432 1.9017 -1.3996
P -1.2785 1.2810 2.5158
H 0.0431 -1.6359 0.2642
C -0.0024 1.2980 -1.8375
H -1.4302 4.2200 1.2914
C -3.9626 2.1038 2.2498
H -2.8262 -0.5078 5.4982
H 4.1685 -1.1018 -0.4415
C 1.4848 0.9509 2.7597
C 0.3722 3.4096 -3.6296
H -0.0775 -0.7225 4.5939
C 1.2825 1.7731 -2.1075
C 3.2201 -1.1835 0.1130
H -2.6729 -1.1208 1.7688
H 1.5018 0.7652 1.6760
H -0.8102 -1.7844 0.0798
H -3.1235 1.4959 -3.1063
C 0.3886 2.1743 4.6456
H -0.3734 2.8900 4.9797
H -4.0373 1.4259 1.3909
H -3.1419 4.0671 0.8810
P 1.8397 -0.5740 -0.8979
H 2.4499 1.3960 3.0475
H 3.3050 0.9348 -2.1661
H 1.6587 -2.5378 -2.2855
C 1.4695 2.8493 -2.9731
C 0.3713 1.9447 3.1234
H -1.6104 4.1733 3.7352
H -1.8143 0.9392 5.5087
C -1.9408 -0.1206 3.5730
C -2.5210 3.5697 3.6577
C 0.6858 3.2598 2.3891
H 3.0348 -2.2386 0.3568
C -2.6226 -0.1603 -1.8189
C -0.8984 2.9094 -3.3870
H 2.4818 3.2349 -3.1417
H -1.9815 2.8534 0.2935
H 0.2794 1.2410 5.2139
C -2.5414 2.6664 2.4027
H -1.2523 -2.0036 4.3281
H -4.3361 1.6076 3.1530
C -2.2388 3.4968 1.1443
H 0.5136 4.2342 -4.3225
H -0.2948 -1.4259 2.9513
N -2.4845 -1.0897 -2.8721
H -3.6521 -0.2958 -1.4290
C -2.4813 1.3304 -2.2260
C -1.5967 -0.9559 -3.9864
C 2.0323 -1.5181 -2.4561
C 2.4599 1.0797 -1.4708
H 0.0997 4.1111 2.7561
H -2.0408 -1.5458 -4.8084
*
```

Properties
Gap between HOMO and LUMO (spin up / spin down): 6.18 / 7.89 eV

Mulliken atomic charge list, values in e, 5 entries:
1. H 0.282
2. H 0.339
3. H 0.286
4. H 0.244
5. H 0.264

***

No. 2
Entry from the Open Molecules 2025 dataset: a structure of composition C37H52N3O2PtSb at a distorted geometry (ωB97M-V/def2-TZVPD).

```
! RIJCOSX wB97M-V def2-TZVPD def2/J DEFGRID3
* xyz 0 3
H -1.4876 5.4479 -0.0514
C 4.0443 -1.6305 0.9049
C -1.8447 -4.8257 -1.8515
H 0.0907 5.9832 -0.6617
C -1.3119 -3.4243 -1.5524
N -0.0505 -0.9220 -2.3278
Sb 1.2746 -0.2953 1.3961
H -1.5290 -5.5478 -1.0974
H 0.1103 3.5478 -0.3358
H 3.6996 0.5041 0.6617
H -2.9346 -4.8088 -1.8409
H 0.6531 -4.2475 2.1690
C -2.2213 1.8457 2.3971
C -1.7649 -3.0032 -0.1530
H 1.7139 1.8951 2.7988
H -1.5267 -0.7761 1.9050
C 3.4022 -0.3116 1.3183
C -1.2945 3.4307 3.9682
O -3.2295 3.4529 -0.3691
H 3.2939 1.2447 -2.7829
C -3.3746 2.4723 -3.0968
H 1.5788 1.1604 5.1674
H -0.0115 -1.9683 2.9775
C 1.0182 -4.4139 -1.6929
N -1.6647 1.0420 -2.3360
H 0.6132 -5.3657 -1.3822
H 3.6882 -0.0309 2.3324
H -4.9282 1.7782 2.6492
H 3.7474 -1.9376 -0.1007
H 3.9055 -3.1001 -2.8265
C 0.1865 -3.3029 -1.7804
H 2.1277 3.3676 1.0981
H -1.7780 -2.7507 -2.2743
H 2.1980 4.7855 0.0567
H -2.7097 1.9131 4.4810
C 0.9184 -2.1190 2.4277
C -2.4681 2.5551 -0.7038
H 3.7749 -2.4394 1.5833
H -2.8548 -2.9718 -0.1098
C 1.6615 4.3322 0.8911
C -0.6843 -0.7573 -3.5095
H -3.3167 0.6670 1.0237
N -1.5417 1.9373 0.0565
H -3.9747 2.1709 -5.1342
H 0.9902 -0.4255 4.7012
H -2.2116 -0.6659 3.5346
H -3.0958 -1.4950 2.2486
H 0.0903 4.8502 3.1744
C 0.8459 -3.3625 1.5586
C 1.1359 1.0115 3.0681
H -0.3327 6.2374 1.0307
H 1.7661 -3.5325 1.0044
H 3.9314 -0.0406 -1.7623
C 0.1791 4.1882 0.5467
C -2.4391 0.7897 -4.5478
H 4.5860 -1.2292 -3.8912
H 1.8162 4.9706 1.7620
H 0.0986 1.3280 3.1439
H 2.2741 0.5525 -1.5134
C -4.4913 0.7916 2.7969
C 2.5516 -0.7257 -3.2750
H 5.1327 -1.5465 0.9225
C -0.5466 4.0032 2.9538
H -4.4152 0.6114 3.8704
H -1.4286 -3.7242 0.6004
H -1.5209 -5.1890 -2.8260
H 1.6809 -0.3163 -3.7944
C -3.1359 0.6754 2.1029
H -1.3883 -2.0114 0.1322
C 2.3626 -4.3267 -2.0204
C 1.6176 0.4052 4.3809
C 2.8775 -3.1334 -2.4958
C -0.6114 3.5154 1.6521
Pt -0.2375 0.4168 -0.6922
C 3.0353 0.3168 -2.2715
H 0.0501 -3.2868 0.8222
H 2.6441 0.0398 4.3378
C -0.4286 5.5451 0.1912
H 3.7854 -0.0417 -4.9030
C -1.6268 0.4127 -3.4957
H 3.3475 -1.7438 -5.0389
C -2.5149 2.0246 -2.1090
H -5.1820 0.0504 2.3950
C 3.6278 -0.9596 -4.3367
O -0.5551 -1.4420 -4.5142
C 2.0762 -1.9996 -2.6026
C 0.7557 -2.0857 -2.1855
C -2.4525 -0.6420 2.4688
C -2.1211 2.3530 3.6873
C -1.4529 2.4316 1.3902
C -3.3176 1.8492 -4.3380
H -2.3764 0.2464 -5.4782
H 1.7244 -2.1752 3.1610
H 2.9972 -5.1994 -1.9481
H -4.0574 3.2763 -2.8660
H -1.2391 3.8241 4.9739
*
```

Properties
Gap between HOMO and LUMO (spin up / spin down): 6.96 / 6.32 eV

Mulliken atomic charge list, values in e, 5 entries:
1. H 0.372
2. C -1.146
3. C -2.007
4. H 0.446
5. C 1.376

***

No. 3
Entry from the Open Molecules 2025 dataset: a structure of composition C21H12F6IrN6O6S2Se at a distorted geometry (ωB97M-V/def2-TZVPD).

```
! RIJCOSX wB97M-V def2-TZVPD def2/J DEFGRID3
* xyz 0 2
C -0.5301 -0.6587 -3.0086
O -2.0756 1.0690 -3.5374
C -0.2303 -2.6967 -4.1916
F 1.0733 -2.9836 2.1813
O -0.3166 -0.9659 0.8224
C -2.1321 4.6569 0.3424
F -3.6000 0.6326 3.2327
C -1.3285 2.3587 -1.0148
O -1.2495 -2.6801 -0.6921
S -1.0050 -2.2690 0.6530
N -0.8371 1.2152 -1.5718
H 4.3838 -2.0798 2.1175
O -3.3997 -2.0144 3.7248
C 1.0778 2.0550 1.7664
O -0.9569 -1.6440 3.5786
N 0.5242 -0.9183 -2.2188
C 3.7368 -1.2150 2.0838
H 1.4388 -3.8674 -3.4911
C -2.5662 0.1831 2.5330
F -0.3448 -4.5624 1.7610
C -2.3871 3.1435 -1.5322
N 0.3336 1.9314 0.6092
H -3.5762 4.8708 -1.2526
F -2.8368 0.3512 1.2356
N 2.1956 0.0994 0.8388
H 2.5770 1.4059 3.8906
H -2.4591 5.5551 0.8491
C -1.1124 3.9227 0.8791
Se 2.2147 1.7670 -1.8217
C -0.6794 2.7583 0.2083
C 2.4901 0.7823 -3.3589
H 2.0506 -2.2170 -1.7546
C 2.0498 0.9077 1.9010
C 0.8578 -2.9635 -3.3797
S -2.2568 -1.6246 2.9720
H 3.1073 -1.5704 0.0563
H -2.8721 2.8421 -2.4446
O 1.0163 2.9327 2.5957
N -2.2701 -2.3814 1.5459
Ir 0.6441 0.3898 -0.5873
F 1.0127 -3.8685 0.2212
H -0.6364 4.2098 1.8012
C 3.0181 -0.9466 0.9346
N 2.6912 0.1848 -4.3248
F -1.5003 0.9233 2.8377
C 1.2027 -2.0514 -2.4028
C 3.5944 -0.3743 3.1754
C -1.2574 0.6351 -2.7626
H -0.5289 -3.3965 -4.9602
C -2.7688 4.2675 -0.8596
H 4.1407 -0.5613 4.0898
C 2.7384 0.7107 3.0794
C -0.9322 -1.5166 -4.0080
H -1.7833 -1.2387 -4.6127
C 0.2602 -3.4950 1.2703
*
```

Properties
Relative energy (zero: lowest compared OMol25 entry of this formula, charge and spin): 0.269 eV
Gap between HOMO and LUMO (spin up / spin down): 7.47 / 5.82 eV

Mulliken atomic charge list, values in e, 5 entries:
1. C 0.334
2. O -0.681
3. C -0.782
4. F -0.154
5. O -0.335

***

No. 4
Entry from the Open Molecules 2025 dataset: an isolated molecule of C5H6O2 (ωB97M-V/def2-TZVPD).

```
! RIJCOSX wB97M-V def2-TZVPD def2/J DEFGRID3
* xyz 0 1
H -1.3276 3.1352 -0.9977
O 0.6379 -0.8501 -0.6488
C -0.0374 -0.0887 0.3776
H 2.3134 -1.0448 -1.7182
H -0.5437 -1.8632 1.5071
C 1.8598 -0.3957 -0.9575
C -1.0085 2.1888 -0.6195
C -0.6219 1.1301 -0.1985
H -1.7263 -1.4260 0.2566
H 0.7389 0.2493 1.0716
O 2.3923 0.5649 -0.4685
C -1.0513 -1.0264 1.0185
H -1.6488 -0.4949 1.7641
*
```

Properties
Relative energy (zero: lowest compared OMol25 entry of this formula, charge and spin): 1.868 eV
Gap between HOMO and LUMO: 11.33 eV
SMILES: C#C[C@@H](C)OC=O

Mulliken atomic charge list, values in e, 5 entries:
1. H 0.426
2. O -0.281
3. C 0.311
4. H 0.367
5. H 0.338

***

No. 5
Entry from the Open Molecules 2025 dataset: a structure of composition C17H47N8O9V at a distorted geometry (ωB97M-V/def2-TZVPD).

```
! RIJCOSX wB97M-V def2-TZVPD def2/J DEFGRID3
* xyz 0 3
H -1.2977 2.5725 6.9115
H 0.8170 -5.0155 0.0481
C 3.1872 0.4103 -2.5534
H 2.0067 2.3629 2.2089
H 3.1062 0.0151 -3.5660
C -1.7610 0.9912 -0.8122
O -2.3565 0.6991 -4.4666
H -2.5406 -5.2165 -0.1674
H -0.8264 1.0525 -0.2545
H -2.9478 2.0614 0.8076
H -4.3355 2.2984 -6.0830
H -0.2202 -0.4513 2.4656
O -1.8417 -0.1914 -1.6102
H -2.4931 -2.0878 -0.2910
H -2.1069 3.0425 -3.7681
N -0.7098 -1.2671 2.1267
H 4.9226 1.0257 1.9521
N -2.6027 -4.9355 -1.1355
H 1.0256 -0.7530 -1.4940
O 3.2775 0.7592 0.5425
H 2.2624 -4.9757 0.8014
H -1.9453 1.8881 -1.4036
N -0.2079 -1.8967 3.9863
C -1.1207 2.7388 5.8489
V -2.4284 -1.2476 -3.4329
N 0.6908 1.0163 3.3170
H 4.2347 0.6833 -2.4254
C 4.5020 1.3474 0.9994
H -2.3336 2.3621 3.5142
C -0.4129 1.8840 2.9461
C 1.5220 -2.6664 -0.7238
O -1.0646 -1.7458 -3.8871
H 1.3238 -1.7365 -2.7857
N 3.0366 -0.8623 -1.7821
H 2.6119 1.3088 3.3362
H -2.0307 3.2902 5.6124
H -2.6084 0.3961 0.9985
C 1.7351 -1.5220 -1.7994
H 1.8508 1.4860 -1.3169
H -2.0917 0.5952 3.4414
H 2.7542 -0.6813 1.9661
C -1.6556 1.5435 3.7555
C 1.9089 1.3179 2.5033
H -0.1253 2.9353 2.9558
O -1.3963 1.5357 5.1799
H 1.7625 -2.3502 0.2913
H -2.9878 -5.5280 -1.8571
H 1.4820 -0.1250 0.8219
C 1.8745 -5.0212 -0.2162
O 2.2344 -3.8577 -1.0135
C 2.1268 1.4650 -2.3712
N -2.5960 -3.0854 -0.1715
H 3.2361 -0.4159 -0.8983
H -0.0552 -2.6936 4.5877
H 5.3139 1.1448 0.3008
H 1.4257 4.4466 -3.4377
H -0.1961 3.2290 5.5444
H 2.1513 -5.9985 -0.6116
H 1.2923 1.0449 -2.9326
N -2.8392 2.8779 -4.4440
H -2.3027 -3.6015 0.6457
H 0.8790 1.0534 4.3087
C 2.3032 0.1787 1.4712
H -0.5736 1.8153 1.8702
C -2.7819 1.1510 0.2316
H -1.0059 -1.3788 1.1676
H -3.7735 0.9710 -0.1836
C -0.6786 -2.2516 2.8686
C 1.8346 3.8325 -2.6353
H 4.3385 2.4250 1.0115
O 2.5239 2.6587 -3.0222
C -2.7373 -3.6662 -1.3005
C -2.9586 1.6927 -4.8895
H 0.0876 -0.9371 4.0955
N -3.7430 1.5064 -5.8787
H 2.4901 4.5013 -2.0776
H 1.0048 3.8453 -1.9286
H 0.4818 -2.9907 -0.6945
O -2.9405 -3.0900 -2.3777
H -3.2230 3.5962 -5.0413
O -0.9551 -3.3484 2.4548
H -3.8096 0.5370 -6.1544
*
```

Properties
Gap between HOMO and LUMO (spin up / spin down): 6.27 / 7.57 eV

Mulliken atomic charge list, values in e, 5 entries:
1. H 0.291
2. H 0.128
3. C -1.317
4. H 0.446
5. H 0.457

***

No. 6
Entry from the Open Molecules 2025 dataset: a cluster of 3 separate species, C4H16NO2S in total at a distorted geometry (ωB97M-V/def2-TZVPD).

```
! RIJCOSX wB97M-V def2-TZVPD def2/J DEFGRID3
* xyz 1 1
H 1.7021 -1.2516 -1.8659
H 3.4590 -0.5798 0.6452
H -0.5983 -0.3294 -3.4517
H -0.6591 -1.5133 -2.3725
H -3.0473 -0.9896 0.5175
H 2.2176 2.1332 1.2085
H -0.0691 0.2729 1.8393
H -0.1554 1.4939 0.6581
C -0.5572 -0.4453 -2.3605
H 2.6269 1.2463 2.4063
H -0.7795 -1.2421 -0.1611
O 2.1041 1.2553 1.5993
H -3.0043 0.7228 0.6108
C -2.4206 -0.1624 0.9206
H -2.4280 0.0058 -1.6727
N -0.0627 0.5002 0.8456
S 1.1813 0.0237 -2.0311
C -1.1403 -0.2363 0.1148
H -2.4073 -0.3573 2.0283
O 2.6812 -1.0625 0.9485
H -1.0771 1.4111 -1.5892
H 0.8958 0.1991 0.6350
C -1.3830 0.3113 -1.2923
H 2.9213 -1.4061 1.8190
*
```

Properties
Relative energy (zero: lowest compared OMol25 entry of this formula, charge and spin): 1.622 eV
Gap between HOMO and LUMO: 9.47 eV

Mulliken atomic charge list, values in e, 5 entries:
1. H 0.183
2. H 0.328
3. H 0.404
4. H 0.500
5. H 0.381

***

No. 7
Entry from the Open Molecules 2025 dataset: the ion C2H3Br2O2Si with charge -1 at a distorted geometry (ωB97M-V/def2-TZVPD).

```
! RIJCOSX wB97M-V def2-TZVPD def2/J DEFGRID3
* xyz -1 1
Si -0.9471 0.5524 0.8425
H 0.9086 -0.0899 2.3154
C -0.5255 0.5726 -1.7673
H 1.6517 0.5950 0.8470
O -0.4387 1.7089 -2.0651
H 1.0989 -1.1405 1.0253
Br 0.6170 -0.7560 -3.0410
C 0.8071 -0.0409 1.2234
O -1.0624 -0.0854 -0.9461
Br -2.1095 -1.3161 1.5659
*
```

Properties
Relative energy (zero: lowest compared OMol25 entry of this formula, charge and spin): 0.865 eV
Gap between HOMO and LUMO: 7.34 eV

Mulliken atomic charge list, values in e, 5 entries:
1. Si -0.182
2. H 0.359
3. C 0.633
4. H 0.314
5. O -0.450

***

No. 8
Entry from the Open Molecules 2025 dataset: an isolated molecule of C5H9N at a distorted geometry (ωB97M-V/def2-TZVPD).

```
! RIJCOSX wB97M-V def2-TZVPD def2/J DEFGRID3
* xyz 0 1
H -0.5157 -0.0186 1.4148
H -1.0094 0.9628 -1.4289
C -0.4311 0.0303 0.3506
H -3.1707 1.4006 -0.9316
H -2.6413 2.0671 0.7019
C 1.7997 -0.7994 0.5069
H 0.7873 -0.3592 -1.4186
H 1.6539 -1.1304 1.5515
H 3.1232 -1.3743 -1.0941
C -2.6403 1.2106 -0.0053
H 3.7088 -1.5217 0.5222
N 3.0073 -1.1763 -0.0962
C -1.3097 0.6473 -0.4353
H -3.1643 0.5016 0.6765
C 0.8022 -0.4403 -0.3146
*
```

Properties
Relative energy (zero: lowest compared OMol25 entry of this formula, charge and spin): 1.737 eV
Gap between HOMO and LUMO: 8.38 eV
SMILES: C/C=C/C=C/N

Mulliken atomic charge list, values in e, 5 entries:
1. H 0.305
2. H 0.244
3. C -0.184
4. H 0.308
5. H 0.272

***

No. 9
Entry from the Open Molecules 2025 dataset: a cluster of 2 separate species, C10H24 in total at a distorted geometry (ωB97M-V/def2-TZVPD).

```
! RIJCOSX wB97M-V def2-TZVPD def2/J DEFGRID3
* xyz 0 1
C 3.5583 -2.3597 6.2776
H 0.6172 2.1086 -5.0042
H 1.5649 4.4171 -4.6682
H 4.5744 -3.0180 4.4745
C 3.7979 -2.2851 4.7668
C 2.9365 -1.0380 6.8043
H 4.6767 -2.4439 8.1380
H 1.9680 -3.3270 4.3777
H 2.7324 4.2583 -2.4691
H 3.5096 -0.1510 6.4857
H 1.2669 3.4798 -1.7941
H 2.8964 -3.1960 6.5814
H 0.3960 7.2592 -2.3655
C 1.8800 3.5986 -2.7033
H 2.6845 -2.4924 2.9637
C 2.4562 -2.3978 4.0387
C 0.9906 6.4923 -2.8898
H -0.3875 2.3310 -3.5378
H 2.8168 -1.0044 7.9003
H 2.2706 2.6095 -2.9959
C 0.9021 4.0420 -3.8621
H -0.7772 3.2328 -5.0359
C 0.0930 5.3126 -3.4409
H -0.5599 4.9506 -2.6235
H 5.0952 -3.6394 6.8712
C 0.0458 2.8438 -4.4130
H 1.7521 -1.5600 4.1764
H 5.7387 -1.9703 6.7753
H 1.9369 -0.9965 6.3398
C 4.8629 -2.5777 7.0591
H 1.7531 6.1023 -2.1948
H -0.5526 5.8009 -4.1961
H 4.1368 -1.2851 4.4342
H 1.5027 6.9670 -3.7436
*
```

Properties
Relative energy (zero: lowest compared OMol25 entry of this formula, charge and spin): 1.033 eV
Gap between HOMO and LUMO: 12.01 eV
SMILES: CCC(C)C.CCC(C)C

Mulliken atomic charge list, values in e, 5 entries:
1. C 0.595
2. H 0.365
3. H 0.183
4. H 0.349
5. C -0.423

***

No. 10
Entry from the Open Molecules 2025 dataset: an isolated molecule of C3H4ClNO at a distorted geometry (ωB97M-V/def2-TZVPD).

```
! RIJCOSX wB97M-V def2-TZVPD def2/J DEFGRID3
* xyz 0 1
N 0.7742 -1.8851 1.5431
C -0.6533 1.1368 -0.1507
Cl -2.2727 1.1067 0.5691
H 1.7909 -2.3425 1.6914
C 0.6375 -1.2177 0.5566
H -0.8331 -1.0403 -0.9023
O 1.2075 -0.6458 -0.4839
H -0.5660 1.6299 -1.0876
H -0.0244 1.7346 0.5279
C -0.2538 -0.3699 -0.3634
*
```

Properties
Relative energy (zero: lowest compared OMol25 entry of this formula, charge and spin): 2.441 eV
Gap between HOMO and LUMO: 10.80 eV
SMILES: [H]/N=C1\O[C@@H]1CCl

Mulliken atomic charge list, values in e, 5 entries:
1. N -0.525
2. C -0.355
3. Cl -0.181
4. H 0.277
5. C 0.434

***

The energy results, record by record, are as follows: -76711.6650, -57562.5904, -149359.0085, -9375.2281, -74422.1518, -20820.6212, -154183.8793, -6819.2583, -10758.8874, -19233.3339 eV.